74
Properties=species:S:1:pos:R:3:forces:R:3:lowdin_charge:R:1 method="wB97M-V/def2-TZVPD" e_above_lowest_kcal_mol=7.7 fmax_ha_per_bohr=0.0482 homo_lumo_gap_ev=6.43 smiles="FC(c1ccccc1)(c1ccccc1)[C@H]1CCCN1c1ccncc1.COc1ccc(C=C2C=C(Br)C(=O)C(Br)=C2)cc1" lumo_ev=-1.48 e_tot_ha=-6898.25112
F -1.078754 1.320748 1.434835 0.090 0.238 -0.946 -0.0010
C -1.124973 1.855677 0.099917 -0.728 -0.324 0.042 -0.2635
C -2.562168 1.675725 -0.433527 0.252 0.069 0.475 -0.1705
C -3.621766 1.341417 0.417611 0.008 0.056 -0.240 -0.0141
C -4.920992 1.240837 -0.092246 0.321 0.021 0.052 -0.0745
C -5.161189 1.452619 -1.448871 -0.166 0.012 -0.138 -0.0948
C -4.108606 1.766616 -2.307107 0.366 -0.042 0.441 -0.0681
C -2.815319 1.885260 -1.786907 -0.357 0.067 -0.438 -0.0426
C -0.703694 3.330521 0.194878 -0.213 -0.283 0.478 -0.1353
C -1.548742 4.373938 -0.180418 0.244 0.248 -0.274 -0.0167
C -1.078649 5.696088 -0.189546 -0.238 -0.317 0.206 -0.0742
C 0.188658 5.987995 0.301047 0.119 0.055 -0.211 -0.0900
C 0.996980 4.958065 0.781149 -0.104 -0.291 0.167 -0.0728
C 0.541230 3.638728 0.750982 0.144 0.328 -0.223 -0.0304
C -0.131515 0.968502 -0.722488 0.620 0.233 0.026 -0.2032
C -0.538444 -0.509085 -0.877737 0.143 -0.106 0.582 -0.0883
C -0.370479 -0.879146 -2.359297 -0.404 -0.090 -0.379 -0.1362
C 0.264642 0.330839 -3.032000 0.281 0.287 0.280 -0.1458
N 0.052573 1.437366 -2.092664 -0.346 -0.363 -0.342 -0.1010
C 0.904051 2.538219 -2.320859 0.315 0.025 -0.136 -0.2619
C 2.228459 2.512214 -1.884251 -0.109 1.031 -0.217 -0.0063
C 2.956526 3.710127 -1.979452 -0.822 -1.121 0.026 -0.1472
N 2.407529 4.816697 -2.451275 0.015 0.989 -0.814 0.0503
C 1.189745 4.799297 -3.023748 0.116 -1.183 0.247 -0.1200
C 0.410465 3.632212 -3.028223 0.496 0.604 0.459 0.0118
H -3.430869 1.164298 1.473170 -0.030 0.068 -0.204 0.1170
H -5.738166 0.998033 0.588040 0.181 0.053 -0.244 0.1044
H -6.175812 1.381212 -1.842695 0.242 -0.017 0.133 0.1011
H -4.260114 1.925660 -3.374837 -0.112 -0.031 0.297 0.1034
H -1.984233 2.139903 -2.441628 -0.378 -0.054 0.205 0.0961
H -2.571854 4.160825 -0.482819 0.285 0.070 -0.129 0.1144
H -1.720804 6.487691 -0.580338 0.162 -0.193 0.244 0.1053
H 0.559135 7.016509 0.299364 -0.132 -0.355 -0.013 0.1075
H 1.990984 5.174246 1.178092 -0.331 -0.032 -0.087 0.1094
H 1.160761 2.843306 1.161040 -0.053 0.130 -0.163 0.1174
H 0.835346 1.026603 -0.192102 -0.218 -0.043 0.174 0.1305
H 0.129414 -1.106891 -0.240812 -0.363 0.049 -0.165 0.0875
H -1.564963 -0.671327 -0.530865 0.240 -0.020 -0.061 0.1208
H 0.253054 -1.771556 -2.502330 -0.283 0.166 0.053 0.0973
H -1.347951 -1.058067 -2.825760 0.210 -0.143 0.220 0.1123
H 1.342913 0.178865 -3.199600 -0.071 -0.032 -0.019 0.1162
H -0.182630 0.596313 -3.998416 0.066 -0.197 0.110 0.1233
H 2.643325 1.612965 -1.446913 0.062 0.074 0.073 0.1119
H 3.991875 3.724416 -1.638856 -0.193 0.329 -0.030 0.1056
H 0.793454 5.707375 -3.493150 0.422 -0.191 0.345 0.1095
H -0.585012 3.583588 -3.470142 0.251 0.154 0.184 0.1136
C 1.255031 -8.484252 -0.140983 0.104 0.638 -0.107 -0.0503
O 1.413565 -7.216830 -0.814701 0.143 -0.007 0.104 -0.0892
C 1.640348 -6.051500 -0.160117 -0.209 0.085 0.781 -0.2527
C 1.700618 -5.922343 1.255830 0.013 -0.166 -1.114 0.0042
C 1.808914 -4.655195 1.801883 -0.081 0.698 -0.178 -0.0325
C 1.843922 -3.475642 1.004479 0.131 -1.192 -0.930 -0.2162
C 1.788398 -2.157763 1.572632 -0.495 0.389 2.396 0.0286
C 1.230855 -1.861268 2.839905 0.687 -0.004 -1.737 -0.2052
C 1.582513 -0.647420 3.541197 -0.622 0.969 0.778 -0.0744
C 0.965243 -0.248979 4.692774 0.030 -1.124 -0.874 -0.6016
Br 1.389868 1.352182 5.573515 0.074 -0.089 -0.109 0.7947
C -0.097338 -1.090360 5.336360 -0.489 0.271 0.835 -0.4772
O -0.692667 -0.742480 6.353009 0.727 -0.440 -1.202 0.0017
C -0.379062 -2.382087 4.633495 0.954 0.596 -0.738 -0.5949
Br -1.613512 -3.538960 5.453022 0.015 0.110 -0.152 0.7895
C 0.234270 -2.692596 3.456620 -0.798 -0.738 1.094 -0.0912
C 1.963542 -3.661738 -0.412781 -0.320 0.176 1.011 -0.0226
C 1.806232 -4.905801 -0.978348 -0.006 -0.713 0.116 0.0004
H 1.103569 -9.184001 -0.963324 0.029 -0.004 0.239 0.0921
H 2.157539 -8.756671 0.423187 -0.203 0.129 -0.118 0.0962
H 0.375081 -8.489984 0.516276 0.214 0.113 -0.120 0.0965
H 1.656501 -6.799930 1.902314 0.022 0.270 -0.229 0.1124
H 1.874463 -4.550692 2.884360 -0.001 -0.068 -0.283 0.1211
H 2.229487 -1.334458 1.010459 0.183 -0.142 0.199 0.1195
H 2.376357 -0.026183 3.147127 -0.025 0.034 -0.148 0.1077
H -0.058295 -3.621150 2.972656 -0.007 0.292 -0.004 0.1009
H 2.145655 -2.796928 -1.048480 -0.200 -0.094 0.086 0.1099
H 1.785482 -5.052413 -2.060610 0.125 0.086 0.357 0.1242

16
Properties=species:S:1:pos:R:3:forces:R:3:nbo_charge:R:1 method="wB97M-V/def2-TZVPD" e_above_lowest_kcal_mol=38.8 fmax_ha_per_bohr=0.0469 homo_lumo_gap_ev=9.02 smiles=NNCC(N)N lumo_ev=1.11 e_tot_ha=-301.16629
N -2.056110 -0.914707 -0.600164 -0.314 -0.054 -0.808 -0.7058
N -1.094245 -1.220566 0.433455 1.343 0.688 0.558 -0.4846
C 0.308908 -0.840551 -0.028355 -2.338 -0.278 0.515 -0.2458
C 0.461937 0.673629 -0.291780 2.060 -0.237 0.355 0.0886
N -0.085980 1.559351 0.682580 -1.269 -0.035 0.611 -0.8371
N 1.927398 0.999121 -0.265333 -0.065 -0.411 -1.250 -0.8501
H -2.966171 -1.324000 -0.368349 0.576 0.082 0.197 0.3535
H -2.222751 0.100817 -0.606992 0.285 -0.535 0.436 0.3563
H -1.088790 -2.224633 0.639834 -0.234 0.502 -0.533 0.3479
H 0.975873 -1.161449 0.779489 -0.073 0.173 -0.072 0.1898
H 0.546658 -1.409292 -0.933756 0.214 0.249 -0.120 0.1843
H 0.070176 0.928958 -1.280054 0.151 -0.056 0.027 0.1800
H 0.404989 2.444918 0.596928 -0.141 -0.155 0.044 0.3736
H 0.073592 1.199367 1.616788 -0.136 0.033 0.025 0.3550
H 2.414201 0.482608 -0.995905 0.119 0.074 0.082 0.3488
H 2.330316 0.706430 0.621615 -0.179 -0.041 -0.067 0.3457

14
Properties=species:S:1:pos:R:3:forces:R:3:nbo_charge:R:1 method="wB97M-V/def2-TZVPD" e_above_lowest_kcal_mol=91.0 fmax_ha_per_bohr=0.0379 homo_lumo_gap_ev="8.54 / 7.54" lumo_ev="0.25 / -0.59" e_tot_ha=-324.57947
C -2.069104 -0.107753 -0.235107 -0.093 0.040 -0.045 -0.6072
C -0.805690 -0.717280 0.376493 -0.065 -0.010 -0.076 -0.4533
C 0.421248 -0.060867 -0.160233 -0.311 0.132 0.188 0.2178
C 2.607051 -0.118105 0.260611 1.720 0.781 0.479 -0.0470
O 1.569446 -0.781206 -0.178113 -1.382 -0.696 -0.388 -0.4097
C 0.502496 1.308957 -0.484932 -0.138 0.638 -0.314 0.1557
N 0.501420 2.420231 -0.842128 -0.007 -0.878 0.381 -0.3026
H -2.142419 0.961848 -0.004402 0.048 -0.209 -0.034 0.2198
H -2.975732 -0.589481 0.141344 0.175 0.004 -0.037 0.2183
H -2.042481 -0.208510 -1.325087 -0.075 0.004 0.166 0.2148
H -0.836028 -0.623620 1.478751 0.073 0.002 -0.283 0.2194
H -0.724261 -1.794692 0.171169 -0.046 0.239 -0.033 0.2301
H 3.551311 -0.315887 -0.230429 -0.094 -0.037 0.243 0.1754
H 2.442742 0.626359 1.032066 0.197 -0.009 -0.248 0.1684

13
Properties=species:S:1:pos:R:3:forces:R:3:nbo_charge:R:1 method="wB97M-V/def2-TZVPD" e_above_lowest_kcal_mol=17.1 fmax_ha_per_bohr=0.0800 homo_lumo_gap_ev=9.91 smiles=OCCCS lumo_ev=0.94 e_tot_ha=-592.49081
O 2.157427 -1.972150 0.608580 0.698 0.256 0.032 -0.6993
C 0.916366 -1.450627 0.911636 -3.273 1.361 -2.087 -0.0497
C 0.327787 -0.359917 -0.161545 0.589 -1.228 0.874 -0.4352
C -0.868320 0.488864 0.384235 0.498 -1.413 0.249 -0.5509
S -1.243389 1.648864 -0.914073 -0.348 1.237 -0.054 -0.0268
H 2.094966 -2.336526 -0.279025 0.144 -0.087 0.003 0.4682
H 0.839485 -0.838853 1.795109 0.887 -0.427 0.836 0.1744
H 0.153350 -2.245037 0.938387 0.166 0.073 0.438 0.1470
H -0.047791 -0.825853 -1.096898 0.284 -0.086 0.494 0.1940
H 1.215483 0.211112 -0.463706 -0.454 0.439 0.214 0.2142
H -1.748147 -0.145437 0.517723 0.131 -0.294 -0.269 0.2102
H -0.784966 0.908215 1.394389 0.700 0.365 -0.465 0.2256
H -1.400004 2.740519 -0.135171 -0.024 -0.195 -0.265 0.1281